Entry 1:
Formula: C45H29AsF6N11OTa
Source: OMol25
Level of theory: wB97M-V/def2-TZVPD

Geometry as ORCA input:
```
! wB97M-V def2-TZVPD RIJCOSX def2/J DEFGRID3
* xyz 3 2
Ta -1.9411 -0.0050 0.3924
C -6.0308 3.4537 -3.2812
C -6.0753 2.2967 -4.0553
C -5.2120 1.2325 -3.8277
C -4.3009 1.3637 -2.7901
C -3.3328 0.4571 -2.2410
N -2.7224 1.0442 -1.1437
C -3.2739 2.3119 -0.9743
N -3.0261 3.1308 0.0150
C -2.2500 2.9208 1.0454
C -2.0674 3.8045 2.1695
C -2.6719 4.9965 2.5581
C -2.2600 5.5684 3.7572
C -1.2847 4.9746 4.5573
C -0.7028 3.7644 4.2044
C -1.1040 3.1841 3.0082
C -0.7843 1.9197 2.4095
N -0.0396 1.0001 2.9687
C 0.1170 -0.2332 2.5642
N -0.3440 -0.7592 1.3626
C 0.0186 -2.0983 1.3159
N -0.1374 -2.8833 0.2830
C -0.8344 -2.6246 -0.7937
N -1.6282 -1.5029 -0.9670
C -2.2801 -1.6322 -2.1844
N -3.0840 -0.7410 -2.7027
C -1.9194 -2.8838 -2.7956
C -2.3354 -3.5125 -3.9620
C -1.7657 -4.7430 -4.2646
C -0.8165 -5.3314 -3.4296
C -0.4140 -4.7260 -2.2458
C -0.9764 -3.4963 -1.9300
C 0.6302 -2.4669 2.5639
C 1.0282 -3.6897 3.0884
C 1.5063 -3.7078 4.3914
C 1.6198 -2.5404 5.1425
C 1.2288 -1.3119 4.6304
C 0.7174 -1.2835 3.3384
N -1.4940 1.7703 1.2303
C -4.2561 2.5395 -1.9977
C -5.1206 3.5990 -2.2413
H -6.7223 4.2536 -3.4912
H -6.8003 2.2169 -4.8481
H -5.2443 0.3334 -4.4213
H -3.4477 5.4570 1.9670
H -2.7044 6.4990 4.0777
H -0.9866 5.4648 5.4707
H 0.0376 3.2831 4.8220
H -3.0724 -3.0640 -4.6087
H -2.0643 -5.2547 -5.1670
H -0.3868 -6.2795 -3.7135
H 0.3120 -5.1806 -1.5904
H 0.9326 -4.5954 2.5147
H 1.7928 -4.6478 4.8346
H 2.0123 -2.5998 6.1449
H 1.3235 -0.4111 5.2128
H -5.0943 4.4919 -1.6378
C 6.5770 -3.1545 1.0885
C 6.2839 -1.9267 0.3252
C 5.3612 -0.9767 0.7958
C 5.0880 0.1715 0.0944
C 5.7478 0.4302 -1.1243
N 5.5515 1.5803 -1.8453
C 4.7816 2.7104 -1.5376
O 5.1991 3.8116 -1.7305
N 3.5117 2.4860 -0.9838
C 2.5347 1.6280 -1.4501
C 2.6957 0.8661 -2.6143
C 1.6278 0.1200 -3.0682
C 0.4476 0.1041 -2.3386
N 0.3046 0.7610 -1.1874
C 1.3100 1.5223 -0.7650
C 6.6841 -0.5160 -1.6017
C 6.9334 -1.6657 -0.8970
H 6.0969 -3.1478 2.0625
H 7.6538 -3.2801 1.2138
H 6.2457 -4.0348 0.5314
H 4.8799 -1.1406 1.7480
H 4.4107 0.9026 0.5064
H 6.3027 1.8068 -2.4969
H 3.1717 3.3153 -0.5056
H 3.6119 0.8979 -3.1836
H 1.7074 -0.4365 -3.9899
H -0.4059 -0.4343 -2.7181
H 1.1438 2.0906 0.1422
H 7.2062 -0.3268 -2.5291
H 7.6500 -2.3799 -1.2739
F -4.2146 0.6437 0.9814
As -4.5373 -0.7503 2.2012
F -3.4953 -1.7143 0.9053
F -5.9298 -1.1106 1.3127
F -4.4677 -2.1003 3.2035
F -5.1644 0.3778 3.2837
F -2.7695 -0.2606 2.7083
*
```

Values from the calculation:
- E_LUMO (alpha / beta) (eV) = -10.82 / -11.29
- orbital gap (alpha / beta) (eV) = 2.58 / 2.11
- expectation value of S² = 0.81

---

Entry 2:
Formula: C4H11NO
Source: OMol25
Level of theory: wB97M-V/def2-TZVPD

Geometry as ORCA input:
```
! wB97M-V def2-TZVPD RIJCOSX def2/J DEFGRID3
* xyz 0 1
C 2.1742 -0.8019 0.0984
C -0.0964 0.4117 0.2671
C 0.5186 1.7664 -0.0578
C -1.5748 0.3475 -0.1375
H 2.3501 -2.0351 0.0060
H 2.9197 -0.0746 -0.7298
H 2.2067 -0.2581 1.4264
H 0.6318 -0.8409 -1.2532
H -0.1710 0.2610 1.4212
H -0.3008 2.5913 0.0359
H 1.4503 2.2271 0.5405
H 0.8824 1.6779 -1.1614
H -2.1265 0.9590 0.6209
H -1.8471 0.7437 -1.1684
H -1.1699 -1.5715 -0.1601
N 0.6714 -0.8242 -0.2278
O -1.9568 -1.0315 0.1244
*
```

Values from the calculation:
- E_LUMO (eV) = 0.81
- orbital gap (eV) = 10.32

---

Entry 3:
Formula: CH3Cl2N
Source: OMol25
Level of theory: wB97M-V/def2-TZVPD

Geometry as ORCA input:
```
! wB97M-V def2-TZVPD RIJCOSX def2/J DEFGRID3
* xyz 0 1
C 0.2291 0.5421 -0.5472
N -0.1619 -1.0566 0.1532
Cl 0.1432 1.6035 0.7954
Cl -1.6046 -0.8591 1.0548
H -0.4005 0.8726 -1.3533
H 1.1263 0.0701 -0.9269
H 0.6684 -1.1725 0.8240
*
```

Values from the calculation:
- SMILES = ClCNCl
- E_LUMO (eV) = 0.77
- orbital gap (eV) = 10.31

---

Entry 4:
Formula: C5H10N2O3
Source: OMol25
Level of theory: wB97M-V/def2-TZVPD

Geometry as ORCA input:
```
! wB97M-V def2-TZVPD RIJCOSX def2/J DEFGRID3
* xyz 0 1
C 0.6050 0.7519 -0.5618
C -0.4705 1.8306 -0.3369
C 1.1055 0.0194 0.6847
C 1.0153 -1.4658 0.5588
C -0.4239 -1.9683 0.4555
H 1.4348 1.9849 -1.9656
H 2.0231 1.9354 -0.5577
H 0.2069 0.0814 -1.3603
H 2.0693 0.5128 1.0430
H 0.3798 0.1286 1.5227
H 1.7218 -1.6643 -0.2917
H 1.5707 -1.9305 1.3977
H 0.1438 -3.9152 0.6630
H -1.4198 -3.8533 0.4918
H -1.5819 0.3962 -0.0535
N 1.7290 1.2638 -1.2804
N -0.5898 -3.2689 0.4925
O -0.1728 2.9852 -0.4857
O -1.3786 -1.1753 0.3704
O -1.6375 1.3591 0.0933
*
```

Values from the calculation:
- SMILES = NC(=O)CC[C@H](N)C(=O)O
- E_LUMO (eV) = 0.45
- orbital gap (eV) = 10.03

---

Entry 5:
Formula: C4H6BrN
Source: OMol25
Level of theory: wB97M-V/def2-TZVPD

Geometry as ORCA input:
```
! wB97M-V def2-TZVPD RIJCOSX def2/J DEFGRID3
* xyz 0 1
C -0.3621 -0.2416 0.7258
C 0.8194 -0.5060 -0.2435
C -1.1528 0.7054 1.4877
C 0.6435 -0.2478 -1.7808
N -0.1086 -1.4802 0.4198
Br 2.6161 -0.3818 0.5413
H -0.4941 1.3835 1.9638
H -1.7054 0.2720 2.2902
H -1.8426 1.2627 0.6641
H 0.6164 0.8562 -1.6994
H -0.3828 -0.7291 -2.0093
H 1.3531 -0.8934 -2.3598
*
```

Values from the calculation:
- SMILES = CC1=N[C@]1(C)Br
- E_LUMO (eV) = 0.74
- orbital gap (eV) = 9.97

---

Entry 6:
Formula: C5H10O2
Source: OMol25
Level of theory: wB97M-V/def2-TZVPD

Geometry as ORCA input:
```
! wB97M-V def2-TZVPD RIJCOSX def2/J DEFGRID3
* xyz 0 1
C 1.8546 -0.6049 0.0212
C 0.3425 -0.5081 0.2170
O -0.2444 -1.7826 0.2491
C -0.2635 0.5032 1.1674
C -0.8472 0.3450 -0.1988
C -0.6988 1.3285 -1.2918
O -2.1259 -0.2285 -0.2361
H 2.2498 -1.2004 0.8680
H 2.1204 -1.1544 -0.8893
H 2.3496 0.3721 0.0743
H -0.0859 -2.1475 1.1173
H -0.8087 0.0518 1.9867
H 0.2244 1.4445 1.4054
H -1.4372 2.1122 -1.1625
H 0.3058 1.7450 -1.2674
H -0.8596 0.8235 -2.2501
H -2.0762 -1.0994 0.1898
*
```

Values from the calculation:
- SMILES = C[C@]1(O)C[C@@]1(C)O
- E_LUMO (eV) = 0.78
- orbital gap (eV) = 10.00